Here is an isolated ion of composition C11H14ClN2O and charge +1 at a distorted geometry from the OMol25 dataset. Energies are from ωB97M-V/def2-TZVPD.

Structure (ORCA input):
```
! RIJCOSX wB97M-V def2-TZVPD def2/J DEFGRID3
* xyz 1 1
H 0.16 -3.47 -0.23
C -1.52 -1.20 1.52
C 0.06 2.31 -0.08
N -0.12 1.47 1.18
H -0.80 3.06 -0.14
H -2.28 0.67 0.43
H -1.79 1.31 -1.56
C -0.74 -2.32 1.36
C 0.33 1.43 -1.22
H 0.67 -2.47 -2.28
H 2.00 1.69 1.71
C 1.45 0.45 -0.99
H 0.64 2.08 -2.05
C 1.25 0.86 1.44
H 1.04 2.85 0.09
H -0.34 -2.83 2.24
H 1.75 -0.07 -1.92
H -1.09 0.05 -2.52
C -1.70 -0.31 0.53
C -1.01 0.57 -1.59
H -0.35 2.00 2.02
C 1.79 0.21 0.25
C -0.35 -2.59 0.06
O 0.00 -1.84 -2.15
C -0.52 -1.67 -0.97
Cl 2.99 -1.00 0.72
H 1.31 0.19 2.30
N -1.12 -0.50 -0.67
H -1.72 -0.94 2.54
*
```

Summary:
**HOMO-LUMO gap**: 8.8 eV
**SMILES**: Oc1cccc[n+]1C[C@@H]1C=C(Cl)CNC1
**Maximum force**: 3.5 eV Å⁻¹

natural (NBO) population analysis, charges in e, atoms 1 to 5:
1. H 0.238
2. C -0.302
3. C -0.246
4. N -0.635
5. H 0.234

---

Here is C11H14ClN3O3S2 in the gas phase at a distorted geometry from the OMol25 dataset. Energies are from ωB97M-V/def2-TZVPD.

Structure (ORCA input):
```
! RIJCOSX wB97M-V def2-TZVPD def2/J DEFGRID3
* xyz 0 1
H -0.38 -0.57 3.63
N -0.52 -3.08 2.33
C -1.62 0.20 -1.90
O -0.03 4.28 -3.57
C -0.10 2.08 -1.89
O 1.77 4.09 -1.99
H 2.97 -1.56 0.05
H -1.47 4.63 -1.67
H 1.92 -1.33 -1.37
H -1.17 -4.68 1.11
C -0.83 -4.51 2.11
C 0.26 -2.50 1.49
H -1.47 -0.45 2.22
H -0.17 0.72 2.51
C -0.94 -0.41 -0.84
H -2.47 -0.30 -2.35
C 1.92 -1.54 -0.28
C -0.45 -0.33 2.54
H -1.65 -4.80 2.70
C 1.17 -0.53 0.59
H -1.27 -1.39 -0.47
S 0.38 3.79 -2.28
C 0.66 1.44 -0.90
N 0.50 -1.16 1.74
O 2.09 0.31 1.26
C -1.22 1.45 -2.42
C 0.23 0.19 -0.35
N -0.59 4.61 -1.21
S 1.03 -3.10 0.00
H 2.12 -0.02 2.17
H 0.04 -5.10 2.37
H 1.58 1.86 -0.54
H -0.17 5.51 -1.11
Cl -2.14 2.21 -3.67
*
```

Summary:
**HOMO-LUMO gap**: 9.1 eV
**SMILES**: C/N=C1\SC[C@@](O)(c2ccc(Cl)c(S(N)(=O)=O)c2)N1C
**Maximum force**: 3.1 eV Å⁻¹

natural (NBO) population analysis, charges in e, atoms 1 to 5:
1. H 0.228
2. N -0.505
3. C -0.221
4. O -0.936
5. C -0.353

---

Here is C11H14ClNO in the gas phase at a distorted geometry from the OMol25 dataset. Energies are from ωB97M-V/def2-TZVPD.

Structure (ORCA input):
```
! RIJCOSX wB97M-V def2-TZVPD def2/J DEFGRID3
* xyz 0 1
H -2.36 1.18 -1.51
C 3.05 -0.72 -0.10
C 1.68 -0.52 -0.32
H -3.70 2.18 -0.86
C 3.93 0.34 -0.02
O -2.65 -1.48 -1.06
Cl -1.71 2.57 0.31
H -0.81 -2.92 0.88
C 2.01 1.82 -0.12
C -0.41 -1.89 0.85
H -4.28 -0.16 -0.26
H 0.29 -1.82 1.69
C 0.59 -1.66 -0.35
H -0.03 -1.60 -1.30
C -2.93 1.48 -0.64
H 0.06 0.98 -0.54
H 3.46 -1.66 0.06
H -1.59 -0.35 1.72
H 1.54 2.79 -0.09
H 1.08 -2.58 -0.51
N -1.51 -1.00 0.92
C -3.42 0.30 0.13
H -3.53 0.51 1.21
H 4.14 2.49 0.17
C 1.15 0.80 -0.41
H 4.98 0.13 0.21
C -2.46 -0.86 -0.02
C 3.43 1.64 -0.05
*
```

Summary:
**HOMO-LUMO gap**: 9.7 eV
**SMILES**: O=C(CCCl)NCCc1ccccc1
**Maximum force**: 2.7 eV Å⁻¹

natural (NBO) population analysis, charges in e, atoms 1 to 5:
1. H 0.229
2. C -0.228
3. C -0.004
4. H 0.220
5. C -0.207

---

Here is a 2-piece molecular cluster, C11H14ClNS overall at a distorted geometry from the OMol25 dataset. Energies are from ωB97M-V/def2-TZVPD.

Structure (ORCA input):
```
! RIJCOSX wB97M-V def2-TZVPD def2/J DEFGRID3
* xyz 0 1
H 0.01 1.69 -0.07
H 2.35 -1.36 0.59
Cl 2.11 3.45 1.65
C -0.64 1.34 -0.86
C 0.81 -2.15 -1.20
H 0.91 -2.93 -0.46
H -2.82 1.70 -1.31
H 2.22 0.48 0.16
C -0.32 -0.06 -1.11
H 1.45 2.23 1.60
H -0.65 1.92 -1.89
H -0.11 -2.86 -3.12
H 2.01 -0.21 2.75
C -2.49 1.94 0.83
H -2.34 2.16 3.04
H -1.04 -3.00 -1.69
C -0.37 -2.43 -2.15
H 1.81 -2.28 -1.66
C 1.66 -0.49 0.49
S -1.18 -0.85 -2.56
C -2.08 1.57 -0.42
N 0.55 1.04 2.16
C -1.79 1.96 2.13
C 1.17 -0.26 1.94
H -3.52 2.02 0.84
H 0.49 -1.01 2.11
C -0.62 1.35 2.12
C 0.64 -0.84 -0.57
*
```

Summary:
**HOMO-LUMO gap**: 8.5 eV
**SMILES**: C1=C/C=C\CC2=C(CCN=1)CCS2.Cl
**Maximum force**: 4.0 eV Å⁻¹

natural (NBO) population analysis, charges in e, atoms 1 to 5:
1. H 0.230
2. H 0.231
3. Cl -0.403
4. C -0.519
5. C -0.432

---

Here is an isolated ion of composition C11H14FN2 and charge +1 from the OMol25 dataset. Energies are from ωB97M-V/def2-TZVPD.

Structure (ORCA input):
```
! RIJCOSX wB97M-V def2-TZVPD def2/J DEFGRID3
* xyz 1 1
H 3.48 2.93 -1.91
H 1.66 1.48 -2.55
H 3.97 0.66 -1.20
C -1.57 -2.40 1.14
C 2.38 0.64 0.27
C -3.97 -2.44 1.03
H 0.42 -0.86 1.03
H 2.52 -0.44 0.35
H 0.77 2.72 -1.64
C 2.89 2.53 -1.09
H -0.64 -2.88 1.38
H 2.23 1.06 1.27
H -2.80 0.53 -0.07
H -2.76 -4.06 1.74
C -1.58 -1.11 0.61
H 2.73 3.32 -0.36
H -4.90 -0.66 0.29
C -3.97 -1.15 0.52
F -0.86 0.85 -1.30
H 4.34 1.59 0.25
C -2.78 -0.48 0.31
H -4.90 -2.96 1.19
C -2.77 -3.06 1.34
C 1.56 1.97 -1.58
C 3.55 1.32 -0.44
C 0.05 0.43 -0.45
N -0.31 -0.48 0.44
N 1.24 0.96 -0.57
*
```

Summary:
**HOMO-LUMO gap**: 9.6 eV
**SMILES**: F/C(=[NH+]\c1ccccc1)N1CCCC1
**Maximum force**: 0.9 eV Å⁻¹

natural (NBO) population analysis, charges in e, atoms 1 to 5:
1. H 0.249
2. H 0.221
3. H 0.223
4. C -0.251
5. C -0.234

---

Here is C11H14IP in the gas phase at a distorted geometry from the OMol25 dataset. Energies are from ωB97M-V/def2-TZVPD.

Structure (ORCA input):
```
! RIJCOSX wB97M-V def2-TZVPD def2/J DEFGRID3
* xyz 0 3
H 1.08 -0.89 -1.66
H 2.34 2.05 -0.63
H -0.87 -4.43 0.70
H -3.19 -3.69 1.18
I 4.04 -0.42 -0.11
C -2.49 -3.02 0.71
C 0.03 1.03 -1.47
H -0.01 3.01 -0.56
C 1.67 1.90 0.22
H 1.89 3.95 0.87
H 0.71 1.33 -2.27
C -1.19 -3.43 0.45
C 0.22 1.98 -0.28
H 3.02 2.83 1.63
C 0.30 -0.39 -1.10
H -2.31 0.14 -0.44
C 1.99 2.95 1.28
H 1.33 2.85 2.14
H -3.89 -1.42 0.56
P 1.91 0.17 0.90
H -0.99 1.14 -1.85
C -0.30 -2.57 -0.15
C -0.67 -1.26 -0.49
C -1.98 -0.86 -0.20
C -2.88 -1.74 0.38
H 0.72 -2.89 -0.34
H -0.46 1.69 0.53
*
```

Summary:
**HOMO-LUMO gap (alpha / beta)**: 6.4 / 7.1 eV
**Maximum force**: 2.6 eV Å⁻¹
**<S²>**: 2.031

natural (NBO) population analysis, charges in e, atoms 1 to 5:
1. H 0.205
2. H 0.221
3. H 0.215
4. H 0.212
5. I -0.131

---

Here is C11H14IrN5O2S2 as an isolated structure at a distorted geometry from the OMol25 dataset. Energies are from ωB97M-V/def2-TZVPD.

Structure (ORCA input):
```
! RIJCOSX wB97M-V def2-TZVPD def2/J DEFGRID3
* xyz 3 6
H 1.07 2.90 2.98
C 0.99 -0.98 -3.42
H -4.89 -0.80 -1.37
C 2.06 -1.04 -5.53
N 2.04 -1.30 -4.22
N -0.77 -3.57 -0.55
H -0.98 0.40 -5.80
C 0.98 -0.40 -6.13
C -0.13 -0.37 -4.00
H -1.72 2.49 4.16
N -0.61 0.82 3.57
N -0.57 -0.58 1.56
H 0.04 4.14 3.77
S 0.03 -4.57 -1.37
H 1.01 -0.17 -7.19
H -0.81 0.69 5.63
H 0.24 -0.56 4.90
H 1.51 1.27 6.16
C -0.07 0.48 4.86
O 1.09 -3.84 -2.07
C -2.77 -1.00 -0.99
H 2.84 -1.76 -3.79
C -0.12 -0.08 -5.35
O 0.76 2.73 5.01
C -0.96 2.22 3.42
N -3.90 -0.88 -1.18
S 1.20 -1.28 -1.73
H 1.95 1.16 4.42
H 2.94 -1.32 -6.09
Ir -1.03 -1.68 -0.13
C -0.57 0.06 2.53
H -0.97 -0.12 -3.37
C 0.30 3.08 3.75
C 1.15 1.41 5.13
H -1.33 2.44 2.42
*
```

Summary:
**HOMO-LUMO gap (alpha / beta)**: 7.2 / 4.1 eV
**Maximum force**: 1.9 eV Å⁻¹
**<S²>**: 8.808

natural (NBO) population analysis, charges in e, atoms 1 to 5:
1. H 0.175
2. C -0.012
3. H 0.507
4. C 0.136
5. N -0.426

---

Here is a 2-piece molecular cluster, C11H14N2 overall at a distorted geometry from the OMol25 dataset. Energies are from ωB97M-V/def2-TZVPD.

Structure (ORCA input):
```
! RIJCOSX wB97M-V def2-TZVPD def2/J DEFGRID3
* xyz 0 1
C 1.93 -1.17 1.36
C -1.80 2.27 -0.91
C 0.83 -0.72 0.62
C 2.18 -2.53 1.40
H 1.73 -4.39 0.31
C -1.21 1.78 -2.03
H 3.03 -2.96 1.93
C -1.71 3.60 -0.23
H -0.79 3.73 0.34
H -0.42 2.26 -2.57
H -1.48 -0.12 -2.89
H 2.18 -0.02 3.19
H 0.01 -3.55 -0.94
C 0.05 -1.56 -0.15
H 2.76 0.82 1.72
N -2.80 1.40 -0.51
H 3.67 -0.40 2.41
H -1.77 4.41 -0.96
H -2.52 3.70 0.48
C 1.50 -3.38 0.53
N -1.89 0.63 -2.36
C -2.81 0.43 -1.38
C 2.62 -0.15 2.20
H -3.52 -0.37 -1.34
H 0.66 0.35 0.58
H -0.86 -1.18 -0.59
C 0.43 -2.90 -0.22
*
```

Summary:
**HOMO-LUMO gap**: 9.5 eV
**SMILES**: Cc1c[nH]cn1.Cc1ccccc1
**Maximum force**: 1.8 eV Å⁻¹

natural (NBO) population analysis, charges in e, atoms 1 to 5:
1. C -0.030
2. C 0.091
3. C -0.194
4. C -0.205
5. H 0.211

---

Here is a 2-piece molecular cluster, C11H14N2 overall at a distorted geometry from the OMol25 dataset. Energies are from ωB97M-V/def2-TZVPD.

Structure (ORCA input):
```
! RIJCOSX wB97M-V def2-TZVPD def2/J DEFGRID3
* xyz 1 2
H 2.24 -3.25 2.73
C -2.78 1.10 -2.05
H -0.48 0.36 1.82
C -3.20 2.35 -1.40
H 4.11 -2.90 1.12
C 3.42 -2.09 1.37
C -2.74 -0.17 -1.45
C -1.63 -0.04 -3.41
H -2.44 3.14 -1.39
H -3.10 -0.55 -0.50
C 2.79 0.17 1.13
N -2.04 -0.89 -2.35
C 1.58 -0.05 1.75
H 0.41 1.50 2.70
H -3.48 2.24 -0.36
C 1.40 -1.28 2.36
C 3.59 -0.88 0.70
N -2.11 1.18 -3.22
H -1.25 -0.36 -4.37
H 0.51 -1.58 2.92
C 2.28 -2.32 2.18
H 4.49 -0.76 0.11
C 0.45 0.96 1.77
H 3.11 1.20 0.97
H -3.94 2.93 -2.00
H 0.35 1.72 1.01
H -1.55 -1.75 -2.13
*
```

Summary:
**HOMO-LUMO gap (alpha / beta)**: 7.0 / 3.1 eV
**Maximum force**: 3.7 eV Å⁻¹
**<S²>**: 0.761

natural (NBO) population analysis, charges in e, atoms 1 to 5:
1. H 0.223
2. C 0.309
3. H 0.199
4. C -0.706
5. H 0.217

---

Here is C11H14N2NiO5SSeTe as an isolated structure at a distorted geometry from the OMol25 dataset. Energies are from ωB97M-V/def2-TZVPD.

Structure (ORCA input):
```
! RIJCOSX wB97M-V def2-TZVPD def2/J DEFGRID3
* xyz -1 2
C -1.43 1.66 1.94
O -0.10 -2.02 -2.19
H -1.49 5.34 0.77
H 4.01 0.07 -2.04
H -0.47 -0.15 2.60
C -1.09 3.31 0.22
H 0.27 0.48 -0.13
H -2.16 0.00 3.10
N 3.80 -1.95 -0.15
H -0.82 3.57 -0.80
S -1.13 -2.99 3.14
Te -2.05 -0.80 0.40
C -1.80 2.67 2.81
C -1.46 4.31 1.10
Ni -0.45 -2.72 -0.21
H 3.77 -1.40 -3.00
O -1.89 -2.96 -3.94
H 3.90 -2.64 0.58
H 1.29 -1.10 -1.94
H 2.78 0.03 -3.30
C -1.08 1.98 0.62
O -1.83 -3.73 -1.36
O 1.58 -2.17 0.22
C -0.75 0.85 -0.29
C -1.46 0.21 2.29
C -1.18 -3.10 1.55
H 4.49 -1.97 -0.88
H -2.14 4.77 3.08
C -1.83 3.99 2.40
C 3.26 -0.55 -2.52
N 2.25 -0.97 -1.58
H -0.91 1.06 -1.34
H -2.10 2.41 3.82
O -2.62 -1.27 -2.01
Se -1.66 -2.51 -2.44
C 2.48 -1.73 -0.50
*
```

Summary:
**HOMO-LUMO gap (alpha / beta)**: 6.6 / 6.2 eV
**Maximum force**: 2.2 eV Å⁻¹
**<S²>**: 0.826

natural (NBO) population analysis, charges in e, atoms 1 to 5:
1. C -0.058
2. O -1.201
3. H 0.201
4. H 0.191
5. H 0.225

---

Here is a 2-piece molecular cluster, C11H14N2O overall at a distorted geometry from the OMol25 dataset. Energies are from ωB97M-V/def2-TZVPD.

Structure (ORCA input):
```
! RIJCOSX wB97M-V def2-TZVPD def2/J DEFGRID3
* xyz 0 1
N -3.34 0.52 -1.70
H -4.53 -1.76 0.36
H 2.15 -0.54 -1.11
H -3.41 -2.87 -2.03
H 4.82 -0.28 -1.33
C 1.25 0.73 0.37
H 5.71 -0.19 0.01
H 4.73 -1.66 -0.13
H 4.65 0.64 2.13
C 2.58 1.12 2.33
H -3.06 -1.70 -3.31
C -3.60 -0.81 -1.42
C -3.92 1.19 -0.75
H -4.83 0.63 1.07
C 4.74 -0.59 -0.27
C -4.29 -0.91 -0.26
C -2.99 -1.88 -2.23
H -1.92 -2.06 -2.05
H 2.60 1.33 3.39
C 2.31 0.05 -0.22
O 0.26 1.59 2.38
C 3.69 0.72 1.61
C 3.58 0.17 0.33
H 0.32 0.87 -0.17
H -0.44 1.90 1.77
N -4.54 0.38 0.14
H -3.88 2.26 -0.59
C 1.35 1.15 1.68
*
```

Summary:
**HOMO-LUMO gap**: 8.9 eV
**SMILES**: Cc1ccc(O)cc1.Cc1c[nH]cn1
**Maximum force**: 2.1 eV Å⁻¹

natural (NBO) population analysis, charges in e, atoms 1 to 5:
1. N -0.459
2. H 0.216
3. H 0.213
4. H 0.215
5. H 0.216

---

Here is a 2-piece molecular cluster, C11H14N2O overall at a distorted geometry from the OMol25 dataset. Energies are from ωB97M-V/def2-TZVPD.

Structure (ORCA input):
```
! RIJCOSX wB97M-V def2-TZVPD def2/J DEFGRID3
* xyz 0 1
H -2.48 -2.01 -2.56
N 3.44 1.57 0.68
C -2.24 -0.75 -0.90
C -2.77 0.57 1.11
H -2.58 -2.95 -1.15
C -1.46 1.54 -0.69
C 2.69 -0.47 0.37
H -3.25 0.70 2.07
H 1.64 2.52 0.18
H -2.59 2.90 1.93
H 3.46 -2.54 -0.04
C -2.80 -0.61 0.34
H -1.16 0.30 -2.42
C 2.67 -1.94 0.41
H -0.89 2.41 -0.98
H 2.26 -2.30 1.36
C -2.15 1.64 0.52
N 1.64 0.37 0.13
H 1.88 -2.32 -0.27
O -2.11 2.89 1.10
C -1.63 0.43 -1.45
H 4.05 2.37 0.68
H 4.78 -0.13 1.02
C 2.14 1.57 0.30
H -1.04 -2.44 -1.66
C 3.82 0.23 0.68
H -3.24 -1.50 0.80
C -2.07 -2.07 -1.55
*
```

Summary:
**HOMO-LUMO gap**: 8.9 eV
**SMILES**: Cc1ccc(O)cc1.Cc1c[nH]cn1
**Maximum force**: 3.2 eV Å⁻¹

natural (NBO) population analysis, charges in e, atoms 1 to 5:
1. H 0.213
2. N -0.527
3. C -0.066
4. C -0.306
5. H 0.219

---

Question: Which value of maximum force does entry 4 give?
Answer: 4.0 eV Å⁻¹

---

Question: What is the maximum force in the second record?
Answer: 3.1 eV Å⁻¹

---

What did the ninth record say?
Here is a 2-piece molecular cluster, C11H14N2 overall at a distorted geometry from the OMol25 dataset. Energies are from ωB97M-V/def2-TZVPD.

Structure (ORCA input):
```
! RIJCOSX wB97M-V def2-TZVPD def2/J DEFGRID3
* xyz 1 2
H 2.24 -3.25 2.73
C -2.78 1.10 -2.05
H -0.48 0.36 1.82
C -3.20 2.35 -1.40
H 4.11 -2.90 1.12
C 3.42 -2.09 1.37
C -2.74 -0.17 -1.45
C -1.63 -0.04 -3.41
H -2.44 3.14 -1.39
H -3.10 -0.55 -0.50
C 2.79 0.17 1.13
N -2.04 -0.89 -2.35
C 1.58 -0.05 1.75
H 0.41 1.50 2.70
H -3.48 2.24 -0.36
C 1.40 -1.28 2.36
C 3.59 -0.88 0.70
N -2.11 1.18 -3.22
H -1.25 -0.36 -4.37
H 0.51 -1.58 2.92
C 2.28 -2.32 2.18
H 4.49 -0.76 0.11
C 0.45 0.96 1.77
H 3.11 1.20 0.97
H -3.94 2.93 -2.00
H 0.35 1.72 1.01
H -1.55 -1.75 -2.13
*
```

Summary:
**HOMO-LUMO gap (alpha / beta)**: 7.0 / 3.1 eV
**Maximum force**: 3.7 eV Å⁻¹
**<S²>**: 0.761

natural (NBO) population analysis, charges in e, atoms 1 to 5:
1. H 0.223
2. C 0.309
3. H 0.199
4. C -0.706
5. H 0.217